No. 1
{
  "formula": "C21H34AlBBr5Cl2CsFKNO12",
  "method": "the ωB97M-V functional and the def2-TZVPD basis",
  "total_charge": -1,
  "homo_lumo_gap_ha": 0.078,
  "lumo_ev": -1.608,
  "elements": ["C", "H", "C", "H", "C", "C", "Cs", "O", "C", "H", "O", "H", "C", "H", "H", "H", "H", "N", "H", "B", "O", "H", "H", "Cl", "K", "C", "C", "H", "O", "H", "H", "O", "C", "H", "C", "H", "H", "H", "H", "H", "C", "C", "C", "H", "O", "H", "H", "H", "H", "C", "C", "C", "Br", "O", "O", "Br", "Br", "C", "Br", "H", "H", "O", "H", "O", "F", "O", "H", "C", "C", "C", "O", "Al", "C", "Br", "H", "Cl", "H", "H", "H", "H"],
  "coordinates": [[-1.06, -3.44, -2.66], [2.18, 2.49, 9.24], [-2.77, 5.83, -2.50], [3.85, 2.44, 8.64], [-2.72, -1.73, 0.60], [4.46, -0.62, -1.62], [6.04, -3.96, 0.65], [-3.93, -4.22, -5.68], [-0.13, 1.18, -3.22], [-1.21, -1.53, -3.96], [-0.98, -7.16, 0.16], [-4.42, 7.25, -2.39], [-3.44, 6.95, -2.08], [-2.21, 0.28, 0.89], [4.49, 0.27, -1.00], [-3.76, -1.46, 0.62], [-1.90, -3.83, -2.10], [-1.56, 5.80, -1.89], [-2.56, 0.80, -1.28], [-1.15, -1.79, -2.77], [-2.02, -5.61, -5.59], [-0.54, 7.05, -0.48], [2.42, 0.89, 5.43], [-0.99, 0.16, 4.77], [3.07, 4.67, -0.10], [-1.84, -0.10, -1.15], [0.36, 2.50, -2.87], [1.19, 2.07, 5.94], [0.00, 3.54, -3.26], [-0.55, -0.39, 3.00], [-1.16, -3.84, -3.67], [-2.33, -1.18, -2.09], [2.51, 3.62, 7.44], [-0.87, 5.09, -2.03], [3.07, 2.91, 5.17], [0.07, -1.43, 0.09], [-1.14, 1.25, -4.02], [-0.51, -2.16, 2.42], [2.60, 1.49, 7.85], [0.11, 0.22, 0.67], [-0.58, -7.23, -1.05], [0.20, -3.84, -0.58], [-0.14, -1.14, 2.24], [-2.61, -2.51, -0.14], [0.05, -1.10, -2.17], [0.94, -1.18, 2.39], [-0.75, -3.38, -0.28], [0.43, 0.55, -1.19], [1.13, -3.45, -2.46], [0.25, -3.94, -2.09], [-0.36, -0.74, 0.79], [-2.59, 7.62, -1.16], [5.65, -0.32, -3.11], [-2.67, -4.63, -7.64], [-1.77, -3.29, -5.92], [5.10, -2.11, -0.51], [2.66, -0.94, -2.12], [1.98, 1.87, 5.22], [-2.56, 0.84, -3.22], [0.64, 0.69, -3.81], [-3.06, 5.05, -3.19], [3.75, 3.09, 4.19], [-2.79, 8.54, -0.64], [3.36, 3.62, 6.28], [1.28, -3.11, 0.00], [0.53, -7.70, -1.38], [1.49, 1.83, 4.25], [-1.43, 6.89, -1.07], [-0.36, 0.20, -1.84], [2.80, 2.44, 8.35], [-1.40, -6.72, -1.87], [0.29, -3.99, 1.72], [-1.82, -0.55, 0.32], [1.96, 2.62, -1.46], [1.46, 3.66, 7.15], [-2.60, -4.44, -6.21], [-2.50, -2.16, 1.57], [0.25, -4.85, -0.10], [2.74, 4.54, 7.96], [0.37, -4.99, -2.37]],
  "lowdin_charge": [-0.056, 0.082, -0.122, 0.079, -0.032, -1.529, 1.053, -0.381, -0.285, 0.125, 0.049, 0.088, -0.110, 0.140, -0.031, 0.092, 0.110, 0.014, 0.023, -0.690, -0.389, 0.089, 0.096, -0.373, 0.697, -0.325, -0.629, 0.047, 0.064, -0.140, 0.076, -0.169, -0.238, 0.100, -0.527, 0.067, -0.038, -0.077, 0.071, 0.107, -0.960, -0.258, -0.229, 0.071, -0.236, 0.065, 0.096, 0.013, 0.091, -0.141, -0.230, -0.123, 0.620, -0.398, -0.394, 0.131, 0.869, -0.034, 0.774, 0.117, 0.115, 0.063, 0.084, -0.010, -0.160, 0.069, 0.064, -0.157, -0.313, -0.065, 0.163, 0.995, -0.288, 0.403, 0.118, 0.619, 0.071, 0.026, 0.118, 0.111]
}

No. 2
{
  "formula": "C5H9NO",
  "method": "the ωB97M-V functional and the def2-TZVPD basis",
  "total_charge": 0,
  "homo_lumo_gap_ha": 0.343,
  "de_lowest_ev": 3.0656,
  "lumo_ev": 0.720,
  "elements": ["C", "H", "H", "C", "O", "H", "H", "N", "H", "H", "H", "H", "C", "C", "H", "C"],
  "coordinates": [[-0.91, 0.12, -1.71], [-2.70, -1.01, 0.30], [-1.20, -1.95, 0.15], [-0.30, 1.08, 0.46], [2.99, 0.63, 1.36], [3.57, 0.69, 0.60], [-0.49, -0.84, -2.06], [0.67, 1.60, 1.04], [1.68, 0.24, -0.17], [1.24, -0.35, 1.48], [-1.47, -0.94, 1.59], [-1.91, 0.20, -2.13], [-0.94, 0.15, -0.21], [1.69, 0.45, 0.90], [-0.29, 0.92, -2.12], [-1.62, -0.99, 0.51]],
  "lowdin_charge": [-0.067, 0.077, 0.084, -0.140, -0.022, 0.092, 0.083, 0.112, 0.120, 0.121, 0.081, 0.078, -0.357, -0.277, 0.081, -0.064]
}

No. 3
{
  "formula": "C5H6O",
  "method": "the ωB97M-V functional and the def2-TZVPD basis",
  "total_charge": 0,
  "homo_lumo_gap_ha": 0.313,
  "de_lowest_ev": 5.3232,
  "lumo_ev": -0.696,
  "elements": ["C", "C", "H", "H", "H", "H", "H", "C", "H", "C", "O", "C"],
  "coordinates": [[-0.62, 1.08, 0.27], [0.77, -0.58, -1.25], [0.08, -0.35, 1.73], [-1.10, 1.42, -0.65], [-0.30, 1.95, 0.87], [1.68, -0.20, -1.73], [0.91, -1.64, -1.02], [-1.55, -1.09, 1.50], [-0.08, -0.45, -1.92], [0.50, 0.10, 0.05], [1.08, -0.31, 1.10], [-1.37, 0.08, 1.05]],
  "lowdin_charge": [-0.134, 0.026, 0.154, 0.120, 0.125, 0.105, 0.107, -0.009, 0.100, -0.353, 0.047, -0.288]
}

No. 4
{
  "formula": "C7H13NO3",
  "method": "the ωB97M-V functional and the def2-TZVPD basis",
  "total_charge": 0,
  "homo_lumo_gap_ha": 0.327,
  "de_lowest_ev": 10.2639,
  "lumo_ev": 0.237,
  "elements": ["H", "C", "C", "H", "N", "H", "C", "C", "H", "H", "C", "H", "H", "C", "O", "O", "H", "H", "C", "O", "H", "H", "H", "H"],
  "coordinates": [[0.18, 2.45, -0.28], [-0.75, 1.91, -0.48], [-0.04, -1.30, 1.16], [-2.41, 1.31, 0.61], [-0.97, -0.43, -0.51], [2.02, -2.77, -1.09], [1.22, -1.27, 0.00], [-0.48, 0.18, 0.82], [-0.35, 0.55, -2.29], [-1.05, -2.51, 0.20], [-0.19, 0.52, -1.26], [-1.36, 2.06, 1.71], [0.50, -1.24, 2.05], [-1.37, 1.41, 0.81], [0.87, 0.61, 1.25], [0.93, -2.50, -0.83], [1.64, -0.39, -1.85], [0.40, 1.83, 1.70], [1.29, 0.00, -0.90], [-0.89, -2.30, 1.18], [1.91, 0.73, -0.44], [-1.92, 0.03, -0.82], [-1.44, 2.48, -1.19], [2.24, -1.34, 0.45]],
  "lowdin_charge": [0.087, -0.112, -0.334, 0.103, 0.000, 0.210, -0.226, -0.380, 0.109, 0.142, -0.246, 0.117, 0.116, -0.143, -0.170, -0.142, 0.106, 0.310, -0.102, 0.023, 0.095, 0.166, 0.130, 0.143]
}

No. 5
{
  "formula": "C5H9N3",
  "method": "the ωB97M-V functional and the def2-TZVPD basis",
  "total_charge": 0,
  "homo_lumo_gap_ha": 0.313,
  "de_lowest_ev": 4.4707,
  "lumo_ev": 0.621,
  "elements": ["N", "H", "N", "H", "C", "H", "H", "H", "H", "N", "H", "H", "C", "C", "C", "H", "C"],
  "coordinates": [[1.01, -1.31, -0.81], [-1.83, -1.28, 1.85], [-1.54, -0.86, 0.97], [0.13, -1.66, -0.42], [1.40, -0.19, -0.19], [-2.70, 0.87, 0.80], [3.05, 0.73, 2.35], [-2.37, 0.21, -2.93], [0.92, -1.18, -1.82], [-1.82, 0.41, -0.98], [2.64, 2.28, 1.62], [-2.97, -1.11, -1.84], [1.75, 0.61, 0.66], [2.85, 1.23, 1.40], [-1.91, 0.21, 0.40], [3.79, 1.23, 0.86], [-2.39, -0.19, -1.92]],
  "lowdin_charge": [0.050, 0.055, 0.099, 0.053, -0.213, 0.119, 0.069, 0.067, 0.080, -0.006, 0.057, 0.077, -0.100, -0.146, -0.301, 0.071, -0.034]
}

No. 6
{
  "formula": "C18H60N4O10",
  "method": "the ωB97M-V functional and the def2-TZVPD basis",
  "total_charge": 0,
  "homo_lumo_gap_ha": 0.326,
  "de_lowest_ev": 1.3126,
  "lumo_ev": -0.059,
  "elements": ["H", "H", "H", "H", "H", "O", "H", "H", "H", "C", "C", "O", "C", "N", "C", "H", "H", "H", "H", "H", "O", "C", "H", "H", "H", "O", "H", "H", "H", "H", "H", "H", "O", "H", "H", "H", "C", "H", "C", "H", "H", "C", "O", "H", "H", "H", "O", "C", "C", "H", "H", "H", "H", "H", "H", "H", "H", "H", "C", "H", "C", "H", "H", "H", "H", "N", "H", "H", "H", "N", "O", "H", "H", "H", "C", "C", "H", "C", "H", "H", "H", "H", "N", "H", "O", "H", "H", "O", "H", "C", "C", "C"],
  "coordinates": [[-15.23, 0.02, 3.56], [-7.90, -0.20, -3.87], [-6.86, -0.29, -4.97], [-8.83, 4.55, 2.33], [-6.33, 2.22, 3.45], [-2.78, -5.49, 1.28], [-9.13, -1.00, -0.28], [-13.00, 0.27, 1.52], [-10.37, 1.74, 4.68], [-7.95, 3.97, 2.60], [-8.96, -1.14, -1.36], [-7.58, -5.66, -3.14], [-8.00, -2.32, -1.60], [-5.23, -6.02, 4.10], [-9.44, -3.99, 1.95], [-5.15, -4.47, 1.06], [-7.60, 1.32, 4.25], [-6.72, 1.94, 0.69], [-6.58, 0.30, 0.35], [-7.30, 4.03, 1.72], [-8.30, 2.62, 2.83], [-2.91, -6.66, 0.51], [-5.65, -5.22, -3.75], [-2.98, -2.86, -2.78], [-14.05, -1.42, 0.81], [-10.32, -4.23, -4.24], [-15.32, 0.85, 1.98], [-7.90, -6.44, -2.68], [-5.72, -3.95, 2.63], [-6.54, -6.29, -4.84], [-3.92, -7.07, 0.41], [-9.63, -3.80, 3.89], [-7.24, 0.32, -4.34], [-6.31, -1.90, -4.09], [-5.56, -3.05, -4.78], [-11.65, -1.04, 3.03], [-7.21, 0.61, 2.27], [-14.31, 1.52, 3.24], [-13.49, -0.26, 2.35], [-5.80, -5.20, 4.32], [-5.03, -6.87, 2.26], [-7.29, 1.73, 3.28], [-5.71, -2.10, -4.86], [-8.54, -0.20, -1.71], [-6.38, -1.47, 2.28], [-9.86, 0.69, 3.33], [-11.92, 0.84, 3.77], [-5.62, -4.82, 1.98], [-10.98, -2.35, -1.28], [-9.68, -4.88, -3.90], [-7.67, -3.52, -3.30], [-5.88, -6.88, -3.30], [-10.31, -4.37, -5.19], [-2.98, -4.74, 3.11], [-5.35, -0.18, 2.95], [-6.91, -1.70, 0.03], [-11.85, -2.66, -1.86], [-9.04, -4.98, 1.71], [-14.67, 0.59, 2.81], [-13.23, -2.23, 1.86], [-6.64, -2.14, -0.93], [-2.75, -6.41, 3.15], [-8.91, -2.45, -3.33], [-6.10, -3.08, -0.78], [-8.46, -3.22, -1.18], [-14.00, -1.56, 1.82], [-8.21, 0.23, 2.03], [-10.30, -0.01, 4.83], [-11.26, -2.02, -0.28], [-7.94, -2.58, -3.05], [-10.21, -1.39, -1.96], [-5.92, -1.53, -1.48], [-6.80, -0.87, 3.82], [-10.52, -4.02, 1.80], [-3.30, -5.65, 2.59], [-6.37, -6.04, -3.80], [-9.00, -3.26, 1.25], [-4.79, -5.89, 2.68], [-6.64, -5.17, 1.81], [-2.32, -7.52, 0.85], [-10.45, -3.31, -1.23], [-7.52, 4.45, 3.48], [-6.55, 1.02, 1.05], [-12.94, -0.85, 4.35], [-3.50, -3.19, -3.52], [-4.42, -5.84, 4.69], [-4.22, -2.53, -3.63], [-9.07, -3.43, 3.20], [-2.64, -6.38, -0.51], [-6.37, -0.55, 2.87], [-12.45, -0.43, 3.46], [-10.57, 0.81, 4.15]],
  "lowdin_charge": [0.080, 0.001, 0.012, 0.087, 0.135, -0.173, 0.118, 0.134, 0.093, -0.104, -0.182, -0.140, -0.408, 0.035, -0.164, 0.070, 0.119, 0.067, 0.037, 0.081, -0.208, -0.126, 0.063, 0.037, 0.065, -0.051, 0.074, 0.086, 0.073, 0.084, 0.077, 0.078, -0.060, 0.010, 0.019, 0.116, -0.442, 0.075, -0.438, 0.056, 0.118, -0.202, -0.086, 0.130, 0.046, 0.060, -0.177, -0.045, -0.113, 0.012, 0.049, 0.084, 0.047, 0.133, 0.082, 0.047, 0.095, 0.071, -0.067, 0.048, -0.029, 0.127, 0.069, 0.069, 0.112, 0.032, 0.117, 0.091, 0.081, 0.056, -0.175, 0.084, 0.076, 0.076, -0.218, -0.119, 0.063, -0.431, 0.067, 0.091, 0.077, 0.088, 0.062, 0.136, -0.078, 0.062, 0.001, -0.125, 0.089, -0.052, -0.204, -0.113]
}

No. 7
{
  "formula": "C17H21FN4O3S",
  "method": "the ωB97M-V functional and the def2-TZVPD basis",
  "total_charge": 0,
  "homo_lumo_gap_ha": 0.332,
  "lumo_ev": 0.544,
  "elements": ["H", "C", "C", "H", "H", "H", "C", "H", "C", "C", "H", "H", "N", "N", "S", "H", "H", "H", "O", "H", "H", "F", "N", "C", "N", "O", "H", "C", "H", "H", "H", "C", "C", "C", "H", "C", "C", "C", "C", "O", "H", "C", "H", "H", "C", "C", "H"],
  "coordinates": [[1.96, 2.28, -1.99], [1.01, 1.17, 1.02], [-4.35, 0.12, 0.38], [-1.01, 3.88, 0.30], [0.17, -2.61, 0.00], [1.75, 1.03, 1.82], [-2.07, 2.07, 0.26], [-1.85, -1.63, -1.08], [-0.02, 2.70, -1.22], [1.47, 2.45, -1.03], [-6.30, -0.64, 0.79], [-0.43, 1.87, -1.80], [3.32, -2.83, 1.16], [1.72, 1.25, -0.25], [1.61, -0.17, -1.13], [4.52, 0.96, 0.13], [0.87, 3.25, 1.52], [-0.16, 3.60, -1.80], [-3.03, 2.63, 0.75], [1.96, 3.29, -0.54], [0.99, -4.14, 0.33], [-3.52, -3.60, -1.13], [4.37, -2.04, 0.93], [0.89, -3.10, 0.65], [-2.05, 0.79, -0.17], [0.24, -0.64, -1.16], [4.65, 0.15, -1.42], [-3.80, -2.37, -0.63], [5.84, -0.19, -0.15], [-0.42, 2.26, 2.20], [-1.19, 0.41, -0.57], [-5.32, -0.86, 0.38], [-5.06, -2.13, -0.12], [2.19, -2.40, 0.54], [0.36, 0.29, 1.01], [2.56, -1.25, -0.13], [-3.09, -0.14, -0.14], [-0.74, 2.83, 0.14], [0.18, 2.42, 1.31], [2.25, 0.04, -2.39], [-5.81, -2.90, -0.12], [-2.81, -1.41, -0.66], [0.53, -3.09, 1.67], [3.43, -3.65, 1.73], [4.80, 0.03, -0.35], [3.94, -1.07, 0.14], [-4.57, 1.10, 0.78]],
  "lowdin_charge": [0.115, -0.187, -0.015, 0.145, 0.057, 0.127, -0.432, 0.101, -0.108, -0.190, 0.107, 0.111, 0.037, -0.220, 0.709, 0.080, 0.119, 0.122, 0.073, 0.131, 0.092, 0.052, 0.092, 0.001, 0.150, -0.325, 0.077, -0.273, 0.082, 0.131, 0.083, -0.073, -0.026, -0.257, 0.109, -0.192, -0.197, -0.201, -0.114, -0.260, 0.113, 0.052, 0.093, 0.166, -0.023, -0.331, 0.097]
}

No. 8
{
  "formula": "C2Cl3F",
  "method": "the ωB97M-V functional and the def2-TZVPD basis",
  "total_charge": 0,
  "homo_lumo_gap_ha": 0.361,
  "de_lowest_ev": 0.3649,
  "lumo_ev": 0.674,
  "elements": ["C", "Cl", "C", "Cl", "F", "Cl"],
  "coordinates": [[0.01, 0.65, -0.34], [1.33, -1.31, 1.18], [-0.01, -0.56, 0.38], [1.27, 1.54, -0.88], [-1.12, 1.10, -0.84], [-1.48, -1.41, 0.50]],
  "lowdin_charge": [-0.936, 0.614, -1.151, 0.822, -0.007, 0.659]
}

> Which formula does entry 8 have?

C2Cl3F